No. 1
C5H4N2 | ωB97M-V with the def2-TZVPD basis set

Structure (XYZ):
```
11
Properties=species:S:1:pos:R:3:forces:R:3:lowdin_charge:R:1
C 2.643508 0.023225 -0.752381 0.24 -0.10 -0.10 0.1205
C 1.552885 0.354509 -0.389442 -0.14 0.11 0.08 -0.1113
C -0.143774 0.013247 1.394695 -0.29 -0.09 -0.27 -0.0076
C -1.294900 -0.624983 1.015267 0.08 0.02 0.19 -0.1603
N -1.583801 -0.350920 -0.335366 0.11 0.17 -0.22 0.0033
N -0.786863 0.390659 -0.959903 -0.14 -0.26 0.30 0.1198
C 0.215762 0.703241 0.103834 0.25 -0.01 -0.04 -0.4048
H 3.621585 -0.285728 -1.061300 -0.30 0.12 0.07 0.0322
H -1.975955 -1.284455 1.540613 0.08 0.13 -0.09 0.0827
H -2.393552 -0.700718 -0.847888 0.08 0.03 0.06 0.1684
H 0.128042 1.794565 0.240577 0.02 -0.12 0.01 0.1571
```
Positions in Å, forces in eV/Å.

The total charge is 0. For the molar mass, the calculation gives 92.1 g mol⁻¹. As for the multiplicity: 1. For the energy above the lowest of the compared OMol25 structures with the same formula, charge and spin, the calculation gives 132.4 kcal/mol.



No. 2
C25H55Br2INO5P2Si | ωB97M-V with the def2-TZVPD basis set

Structure (XYZ):
```
92
Properties=species:S:1:pos:R:3:forces:R:3:lowdin_charge:R:1
C -0.149527 -5.771721 -1.333839 -0.03 -0.02 -0.07 -0.0359
C -0.933200 -4.721433 -2.077215 0.29 0.09 0.52 -0.4135
N -1.356447 -5.034744 -3.229037 -0.13 -0.05 -0.37 0.1268
C -1.242804 -3.348518 -1.486993 0.10 0.13 0.21 -0.0905
C -0.572258 -2.696426 -0.216299 -0.01 -0.23 0.07 -0.4489
C -0.895093 -3.714769 0.968709 0.14 0.05 -0.18 -0.6274
Br -0.696005 -3.035883 2.791310 0.07 0.04 0.06 0.8194
C -2.302954 -4.327037 0.915098 0.00 0.04 0.09 -0.7812
C -3.452309 -3.368490 1.149713 0.02 -0.12 -0.01 -0.1605
Br -2.407499 -5.818343 2.206055 -0.06 -0.16 -0.02 0.6417
O -1.178808 -1.487307 -0.001822 -0.18 -0.21 -0.05 -0.2908
P -0.232676 0.139628 -0.184492 0.01 0.64 -0.14 0.7564
C 0.656473 1.843414 -0.354441 0.09 -0.02 0.05 -0.2537
C 0.030254 2.909520 -1.242272 -0.14 -0.01 0.19 -0.3137
O 1.063128 3.676934 -1.890726 -0.06 0.10 -0.25 -0.0872
C 0.088539 0.068978 1.714609 0.10 -0.10 -0.06 -0.2825
C 1.144755 0.859519 2.508063 0.02 0.11 -0.01 -0.4324
C 2.573482 0.806365 1.947092 0.06 0.01 0.10 -0.0796
C 1.149470 0.328017 3.950658 0.04 -0.03 0.08 -0.0865
C -0.444305 0.007608 -2.121063 0.25 0.06 -0.10 -0.2135
C 0.559661 0.493539 -3.213516 -0.08 0.14 0.06 -0.4157
C 0.182289 -0.167164 -4.545713 -0.08 -0.03 -0.01 -0.0933
C 2.079477 0.366882 -2.994343 0.00 -0.05 -0.04 -0.0751
Si -2.299651 1.166812 0.257440 0.03 -0.11 -0.11 0.5506
C -3.497079 0.070610 1.218710 -0.02 0.06 0.05 -0.2084
C -3.361386 1.727243 -1.221197 0.01 -0.01 0.01 -0.2164
C -2.106796 2.685617 1.376973 0.03 -0.11 0.08 -0.1921
O 1.207063 -0.995304 -0.349919 0.01 0.02 -0.03 -0.3129
C 1.023235 -2.352039 -0.495116 0.00 0.05 0.02 -0.6163
C 1.524157 -2.809358 -1.895884 -0.06 -0.06 0.26 -0.1375
P 2.198696 -3.332594 0.647862 -0.10 0.03 -0.07 0.6252
O 2.215305 -2.377675 1.966811 0.34 -0.05 0.19 -0.4713
I 4.447975 -2.650952 -0.238522 0.04 0.00 -0.02 0.3900
H -0.690138 -6.146186 -0.463775 -0.08 0.00 0.04 0.0613
H 0.015949 -6.600634 -2.017289 0.06 -0.04 0.02 0.0788
H 0.808164 -5.396947 -0.972553 -0.01 0.03 0.00 0.0476
H -1.867016 -4.250316 -3.640265 -0.01 -0.01 -0.02 0.0533
H -2.313080 -3.320648 -1.300249 -0.13 0.03 0.05 0.1117
H -1.110185 -2.643422 -2.292239 -0.01 0.10 -0.19 0.0825
H -0.174198 -4.525282 0.922287 0.00 -0.10 0.05 0.0222
H -2.436263 -4.872064 -0.008790 -0.02 0.01 -0.13 0.0550
H -3.246953 -2.732559 2.007478 -0.08 -0.03 -0.02 0.0355
H -3.579221 -2.723555 0.281361 0.11 0.01 0.00 0.0623
H -4.378915 -3.913891 1.317555 -0.02 -0.05 -0.02 0.0690
H 0.701708 2.250652 0.652670 0.02 0.07 0.02 0.0411
H 1.692488 1.730849 -0.672605 0.01 -0.20 -0.11 0.0751
H -0.569456 3.585960 -0.625178 0.01 0.02 -0.16 0.0860
H -0.636745 2.486387 -1.990715 -0.03 -0.04 -0.08 0.0737
H 0.640264 4.203778 -2.582402 0.14 -0.11 0.21 0.0804
H 0.302604 -0.972932 1.897435 0.03 0.05 -0.02 -0.0295
H -0.867993 0.248574 2.219727 -0.03 -0.01 -0.03 0.0463
H 0.854368 1.911087 2.573569 -0.11 0.07 -0.04 0.0959
H 2.767390 1.592436 1.220313 -0.04 0.01 -0.09 0.0529
H 3.300871 0.937566 2.756980 -0.01 0.00 -0.01 0.0735
H 2.765783 -0.147405 1.461174 0.02 0.01 0.02 0.0393
H 1.810714 -0.538857 4.041880 -0.08 -0.04 -0.03 0.0648
H 1.503390 1.090626 4.651462 0.08 -0.02 -0.02 0.0688
H 0.153309 0.017443 4.274572 -0.02 0.04 -0.02 0.0674
H -1.385347 0.508687 -2.368942 -0.02 -0.02 0.04 0.0493
H -0.645266 -1.029814 -2.333996 0.03 -0.22 0.06 0.0327
H 0.380531 1.556815 -3.368744 -0.04 0.09 0.11 0.0926
H -0.902943 -0.208981 -4.670801 0.00 0.06 -0.04 0.0717
H 0.599754 0.379534 -5.396379 0.05 -0.03 0.00 0.0724
H 0.561304 -1.192080 -4.596637 -0.03 -0.03 0.05 0.0664
H 2.349584 0.206180 -1.956772 -0.01 0.00 0.08 0.0484
H 2.579821 1.271710 -3.345492 0.02 0.01 0.02 0.0749
H 2.491864 -0.465283 -3.569770 -0.01 -0.06 0.01 0.0626
H -3.014952 -0.402500 2.076740 -0.03 -0.04 -0.05 0.0182
H -3.924229 -0.707806 0.586099 0.04 0.06 0.03 0.0093
H -4.315238 0.699390 1.585430 -0.03 -0.01 0.03 0.0270
H -2.966015 2.602371 -1.740299 0.04 0.00 -0.02 0.0141
H -3.479418 0.924621 -1.953157 -0.02 0.00 0.01 0.0168
H -4.359131 1.982285 -0.849794 0.00 0.03 0.00 0.0192
H -1.311633 3.366264 1.082288 -0.07 0.05 0.12 -0.0102
H -1.883266 2.367895 2.398659 0.00 -0.01 0.02 0.0304
H -3.050947 3.238987 1.406695 0.00 0.01 -0.03 0.0285
H 2.326311 -2.137576 -2.163242 0.14 0.05 -0.04 0.0081
H 0.780639 -2.759104 -2.678719 -0.18 0.09 -0.08 0.0637
H 1.934568 -3.823531 -1.901099 -0.05 -0.05 0.02 0.0494
H 2.908045 -2.649573 2.591776 -0.34 0.04 -0.20 0.0556
C 3.045166 4.766271 2.221711 -0.05 0.02 0.04 -0.0466
C 1.701048 5.139015 1.618273 0.04 -0.10 -0.13 -0.4925
C 1.548834 6.640273 1.434866 -0.04 -0.01 0.04 -0.0609
O 0.629967 4.608502 2.395756 -0.08 0.04 0.05 -0.0578
H 3.151577 5.223053 3.211828 0.02 0.00 -0.01 0.0797
H 3.123627 3.685910 2.328591 0.00 -0.04 0.01 0.0628
H 3.868596 5.116115 1.596819 -0.01 0.00 -0.01 0.0811
H 1.592351 4.643841 0.649280 0.04 0.03 0.01 0.1252
H 1.615639 7.146437 2.403544 0.01 0.02 -0.01 0.0763
H 0.580775 6.872770 0.991114 0.00 0.00 0.00 0.0769
H 2.333986 7.038464 0.790373 0.01 -0.01 -0.01 0.0769
H 0.672399 4.979264 3.284910 0.05 -0.01 -0.05 0.0893
```
Positions in Å, forces in eV/Å.

The total charge is -1. For the molar mass, the calculation gives 826.5 g mol⁻¹. As for the multiplicity: 1. For the energy above the lowest of the compared OMol25 structures with the same formula, charge and spin, the calculation gives 0.0 kcal/mol.



No. 3
C30H79FN6O10 | ωB97M-V with the def2-TZVPD basis set

Structure (XYZ):
```
126
Properties=species:S:1:pos:R:3:forces:R:3:lowdin_charge:R:1
N 1.889708 0.017042 0.443693 -0.66 0.23 -0.56 0.2905
H 1.836978 -0.666588 1.185293 0.92 -0.34 0.40 0.0649
H 1.827518 0.922822 0.886173 0.16 0.76 0.86 0.0619
H 1.034428 -0.060318 -0.087917 -0.78 -0.52 -0.76 0.0393
H 2.690898 0.065942 -0.169337 0.54 -0.46 -0.16 0.0831
F -0.516272 -0.645748 -0.806607 0.23 0.16 0.09 -0.4765
C -2.819352 3.976562 2.315333 -0.24 -0.61 -0.62 -0.1016
O -2.796082 2.572602 2.605683 0.90 0.23 0.35 -0.1965
C -1.883842 1.774052 1.795593 -1.10 -0.29 0.30 -0.1730
C -1.706302 0.368592 2.476013 0.14 1.50 -1.18 -0.1718
N -0.482632 -0.317538 2.049173 -0.90 -0.49 1.51 -0.0481
C -0.564552 -1.661258 2.639703 2.56 -0.62 -0.59 -0.1812
C 0.754358 -2.407638 2.205103 -0.64 -0.11 0.55 -0.1560
O 2.019608 -1.778448 2.564343 -0.62 -0.51 -0.24 -0.2156
C 2.265798 -1.676688 3.940453 -0.44 0.49 1.13 -0.1033
H -3.191332 4.080912 1.296093 -0.05 0.36 -0.16 0.0862
H -1.879382 4.522672 2.394843 0.61 -0.52 -0.05 0.0656
H -3.474042 4.527202 2.990813 -0.34 -0.61 0.13 0.0824
H -0.989892 2.343252 1.540733 0.43 -0.17 0.51 0.0880
H -2.363752 1.552862 0.842243 -0.18 0.27 -0.31 0.0935
H -2.513572 -0.254268 2.090693 -0.68 0.12 0.58 0.1060
H -1.755642 0.496462 3.557363 0.06 -0.17 0.03 0.1089
H -0.598382 -0.505468 1.063583 0.04 0.22 -0.87 0.0505
H -1.376012 -2.303808 2.297973 -0.39 0.13 -0.47 0.1003
H -0.686222 -1.671908 3.722833 0.28 0.45 0.16 0.1110
H 0.775178 -2.533848 1.122633 0.04 0.64 -0.17 0.0941
H 0.685978 -3.455108 2.498743 0.38 -0.11 0.70 0.1151
H 1.533438 -1.052088 4.451943 -0.75 -0.28 -0.04 0.0683
H 3.145628 -1.108798 4.242923 0.64 -0.18 -1.08 0.0876
H 2.336328 -2.641768 4.442183 -0.16 -0.22 -0.13 0.0937
C -2.163862 2.477342 -5.463467 0.05 0.05 -0.28 -0.1294
O -3.065532 1.879232 -4.596737 -1.71 0.44 0.44 -0.1948
C -2.487262 1.159432 -3.530787 -0.34 -0.77 -0.43 -0.1790
C -3.577122 0.322792 -2.753887 1.82 0.66 -1.36 -0.1804
N -3.300142 0.289882 -1.355137 -1.35 0.84 1.14 -0.0805
C -4.211872 -0.629558 -0.677097 1.23 -0.35 0.24 -0.1772
C -3.716012 -2.094438 -0.829717 -1.01 -0.98 -0.09 -0.1988
O -4.000132 -2.938858 0.293853 -0.09 -0.11 -0.40 -0.2125
C -5.383392 -3.192818 0.446983 -0.12 0.83 1.20 -0.1208
H -1.434372 3.073402 -4.915147 0.32 0.08 -0.04 0.0758
H -2.700592 3.129302 -6.152647 -0.17 0.07 0.20 0.0889
H -1.682292 1.727352 -6.090937 0.48 -0.18 0.03 0.0868
H -1.950192 1.823662 -2.853687 -0.12 0.03 0.19 0.0882
H -1.765752 0.546782 -4.071327 0.48 -0.73 0.69 0.0971
H -3.567482 -0.700518 -3.129187 -0.27 -0.08 -0.63 0.0916
H -4.530312 0.802252 -2.976727 -0.14 -0.08 0.16 0.1229
H -2.348262 0.087692 -1.084677 0.46 -0.31 -0.41 0.0569
H -5.233332 -0.496998 -1.033657 0.04 -0.06 -0.32 0.1167
H -4.272382 -0.366278 0.378903 0.25 -0.15 0.25 0.1040
H -2.670022 -2.261868 -1.086587 0.33 0.83 0.55 0.0955
H -4.198552 -2.592788 -1.670497 -0.43 0.19 -0.41 0.1075
H -6.004042 -3.203208 -0.448997 0.46 -0.43 -0.49 0.0888
H -5.813212 -2.385258 1.039613 -0.20 0.29 0.17 0.0778
H -5.530012 -4.076698 1.067753 0.17 -0.25 -0.37 0.0842
C 5.695338 -0.414398 1.205413 0.80 -0.93 -0.45 -0.1355
O 4.624118 0.423412 1.027363 -1.52 1.47 0.19 -0.2077
C 4.809688 1.696842 1.662013 -0.33 0.21 0.10 -0.1590
C 3.638478 2.703572 1.396033 0.60 -1.24 -1.03 -0.1614
N 2.327118 2.351552 1.940943 1.32 0.02 0.10 -0.0606
C 2.291348 2.581562 3.368843 -0.29 0.76 0.23 -0.1956
C 1.000918 2.122592 3.919833 -0.79 -1.74 0.14 -0.2511
O 1.077698 2.206222 5.317733 -0.73 -0.07 0.89 -0.1726
C 0.019958 1.549382 6.042383 0.26 0.98 -0.54 -0.0775
H 6.637088 0.079072 0.965183 0.31 0.25 0.31 0.0900
H 5.631818 -1.211988 0.465203 -0.27 -0.18 0.10 0.0828
H 5.721508 -0.869588 2.195473 0.14 0.07 0.23 0.0936
H 5.785638 2.030752 1.309693 -0.09 0.79 -0.27 0.1156
H 4.960498 1.589772 2.736203 -0.22 -0.35 0.32 0.1107
H 3.471348 2.709572 0.318943 0.29 0.08 -0.29 0.1127
H 3.865358 3.730992 1.680713 0.72 0.03 0.22 0.1184
H 1.760158 3.025262 1.446213 -0.96 0.05 0.26 0.0755
H 2.360618 3.636882 3.632653 0.46 0.47 -0.11 0.1241
H 3.081188 2.071712 3.920493 0.14 -0.17 -0.33 0.1252
H 0.874338 1.085712 3.608483 -0.01 -0.44 0.06 0.0957
H 0.130148 2.586322 3.456353 -0.16 0.74 0.28 0.1189
H -0.930142 2.075582 5.950043 -0.12 0.29 -0.28 0.0827
H 0.278838 1.613642 7.099233 0.19 -0.43 -0.14 0.0870
H -0.170652 0.542972 5.669683 0.36 -0.29 0.17 0.0714
C 0.828138 5.581802 1.079903 -0.56 -0.25 -0.69 -0.0795
O 0.576028 4.307662 0.488083 -0.02 -0.73 1.78 -0.2605
C 0.739658 4.248572 -0.893147 -1.02 -0.58 -1.55 -0.1890
C -0.061442 2.985872 -1.509647 1.08 0.52 2.37 -0.1601
N 0.752328 1.780432 -1.560407 -0.12 1.40 -0.26 -0.0673
C 1.463738 1.763242 -2.819917 0.47 -2.08 1.51 -0.1674
C 2.289158 0.433652 -2.901997 1.91 1.57 -0.86 -0.1496
O 3.461248 0.377202 -2.037507 -0.47 1.33 0.01 -0.2383
C 4.256128 -0.751688 -2.322917 -0.88 -0.68 0.89 -0.1072
H 0.732318 5.586572 2.165673 -0.36 -0.62 -0.04 0.0860
H 0.035898 6.186962 0.639183 0.40 0.90 0.22 0.0924
H 1.841548 5.943212 0.905283 0.04 0.15 -0.54 0.0883
H 1.813258 4.293752 -1.076027 0.16 -0.39 -0.62 0.1132
H 0.283848 5.120662 -1.361987 -0.02 0.42 -0.01 0.1118
H -0.586812 3.195962 -2.441277 0.33 0.47 -0.25 0.0880
H -0.832642 2.801402 -0.761777 -0.24 0.13 -0.01 0.1044
H 0.189368 0.955622 -1.409217 -0.47 -0.47 -0.22 0.0472
H 2.039318 2.688882 -2.822497 0.58 -0.31 -0.46 0.1188
H 0.787548 1.761832 -3.674817 -0.15 0.01 -0.38 0.1049
H 2.786828 0.501692 -3.869367 -0.52 -0.50 -0.65 0.1140
H 1.738608 -0.502558 -2.809797 -0.50 0.22 0.08 0.1001
H 3.666138 -1.548178 -1.869487 0.40 -0.93 -0.23 0.0804
H 5.214808 -0.715228 -1.805507 -0.10 0.42 -0.05 0.0804
H 4.410738 -0.981708 -3.377087 -0.08 0.34 -0.20 0.0915
C -1.472492 -5.637508 1.918393 0.05 0.64 -0.94 -0.0854
O -0.538312 -5.386928 0.855033 0.24 -0.47 0.70 -0.2067
C -0.956212 -4.459858 -0.135177 0.80 -0.19 -0.62 -0.2134
C 0.215698 -4.291798 -1.164897 -0.72 2.15 0.46 -0.1334
N -0.091982 -3.237458 -2.203707 -1.55 -2.65 0.68 -0.0671
C 0.807518 -3.269418 -3.305887 0.03 1.27 -0.26 -0.2250
C 0.252828 -2.456338 -4.499127 0.38 -0.95 -0.44 -0.1983
O -0.844752 -3.131408 -5.107787 0.93 0.12 -0.02 -0.1828
C -2.098402 -2.858748 -4.546067 -0.28 -0.01 -0.08 -0.1161
H -1.133902 -6.428658 2.587383 0.31 -0.10 -0.45 0.0850
H -2.434672 -5.896148 1.476323 -0.20 -0.14 0.14 0.0844
H -1.610682 -4.750288 2.536323 -0.06 0.28 0.01 0.0692
H -1.171742 -3.492258 0.318043 -0.12 0.22 0.00 0.0880
H -1.860852 -4.809858 -0.632377 -0.16 -0.04 -0.12 0.1201
H 0.539168 -5.241258 -1.591497 -0.33 0.11 -0.24 0.1178
H 1.054548 -3.866998 -0.613557 0.46 -0.50 0.47 0.0946
H -0.142442 -2.298808 -1.834267 -0.11 0.20 0.66 0.0590
H 1.040918 -4.270818 -3.667567 -0.28 -0.09 0.09 0.1225
H 1.726178 -2.845178 -2.900687 0.97 0.21 -0.74 0.0900
H 1.032158 -2.407038 -5.259597 0.13 -0.23 -0.18 0.1144
H 0.007878 -1.405128 -4.347297 -0.26 0.11 0.78 0.1013
H -2.812322 -3.316918 -5.230537 -0.19 0.03 0.20 0.0913
H -2.275102 -1.783718 -4.511607 -0.10 0.23 -0.04 0.0612
H -2.193592 -3.250038 -3.533187 -0.05 -0.11 -0.03 0.0668
```
Positions in Å, forces in eV/Å.

The total charge is 0. For the molar mass, the calculation gives 703.0 g mol⁻¹. As for the multiplicity: 1.



Kohn-Sham gap? In order: 7.904 6.814 8.361 eV.
Lowest unoccupied orbital energy? In order: -0.546 2.332 0.553 eV.
HOMO? In order: -8.4 -4.5 -7.8 eV.